Formula: C20H49NO18P4S
Source: the Open Molecules 2025 dataset
Level of theory: wB97M-V/def2-TZVPD

Output
SMILES   COP(=O)(OC)OC.COP(=O)(OC)OC.COP(=O)(OC)OC.COP(=O)(OC)OC.O=S1(=O)CCCC1.c1cc[nH]c1
E   -107879.0520 eV
E_HOMO   -8.27 eV
LUMO energy   0.40 eV

CARTESIAN COORDINATES (ANGSTROEM)
S1 2.823 -2.751 1.357
P1 -3.876 -1.323 0.527
P2 -0.241 -5.612 -2.887
P3 3.245 5.556 -0.122
P4 -0.275 2.348 4.133
O1 4.576 4.831 -0.569
O2 -5.181 -0.428 0.377
O3 0.642 1.847 5.148
O4 3.379 -2.260 2.590
O5 -1.182 -5.247 -1.826
O6 -3.655 -1.399 2.116
O7 3.033 5.101 1.400
O8 2.125 4.741 -0.896
O9 0.168 2.136 2.613
O10 -0.443 -7.006 -3.624
O11 -2.671 -0.848 -0.167
O12 3.230 7.021 -0.321
O13 -1.712 1.618 4.108
O14 3.205 -4.023 0.812
O15 1.277 -5.599 -2.430
O16 -0.594 3.919 4.193
O17 -4.418 -2.775 0.142
O18 -0.221 -4.596 -4.138
N1 -1.250 0.192 -2.471
C1 1.220 2.954 2.040
C2 -0.951 4.493 5.476
C3 2.972 -1.507 0.040
C4 -2.666 2.105 3.183
C5 -3.533 -3.804 -0.311
C6 1.647 -5.919 -1.082
C7 1.021 -2.634 1.450
C8 3.744 5.796 2.398
C9 -1.164 -0.226 -3.782
C10 -0.242 0.571 -4.407
C11 -0.473 -3.221 -3.913
C12 5.510 5.468 -1.443
C13 -4.710 -1.965 2.911
C14 1.553 -1.353 -0.572
C15 0.227 1.503 -3.459
C16 0.738 5.097 -0.860
C17 0.425 -7.400 -4.694
C18 0.635 -2.445 -0.025
C19 -5.087 0.964 0.636
C20 -0.376 1.228 -2.259
H1 -0.423 -2.215 -0.160
H2 -0.378 -2.926 -2.863
H3 4.577 5.201 2.793
H4 3.757 -1.794 -0.653
H5 6.491 5.515 -0.985
H6 -3.583 -4.605 0.431
H7 2.145 2.419 2.272
H8 0.838 -1.699 1.980
H9 0.182 4.250 -1.249
H10 5.584 4.842 -2.336
H11 -5.468 -2.469 2.320
H12 0.790 -3.427 -0.482
H13 2.404 -6.700 -1.128
H14 0.652 -3.545 1.910
H15 -4.055 1.319 0.642
H16 1.677 -1.347 -1.658
H17 2.170 -5.053 -0.678
H18 -0.653 5.535 5.430
H19 -5.616 1.230 1.552
H20 0.267 -2.560 -4.374
H21 3.183 6.030 3.305
H22 0.700 -8.445 -4.585
H23 0.781 -6.165 -0.475
H24 -3.396 2.787 3.636
H25 -5.563 1.555 -0.149
H26 -5.123 -1.136 3.486
H27 3.282 -0.586 0.533
H28 5.134 6.422 -1.807
H29 0.538 5.964 -1.489
H30 -2.276 2.622 2.305
H31 -0.357 3.980 6.232
H32 -1.696 -1.110 -4.085
H33 -4.294 -2.655 3.642
H34 -0.217 1.647 -1.281
H35 1.226 -0.330 -0.391
H36 -0.155 -7.310 -5.614
H37 -3.884 -4.206 -1.260
H38 -3.255 1.253 2.836
H39 -1.853 -0.230 -1.780
H40 1.298 -6.754 -4.769
H41 1.169 2.960 0.954
H42 -2.489 -3.522 -0.442
H43 0.463 5.326 0.171
H44 0.108 0.457 -5.420
H45 1.157 3.936 2.494
H46 4.203 6.720 2.042
H47 0.971 2.274 -3.587
H48 -2.021 4.376 5.624
H49 -1.468 -2.978 -4.283

Cartesian forces, eV/Å:
S -0.745 1.356 -0.106
P -0.129 -0.785 0.784
P 0.541 0.619 -0.966
P -0.298 0.958 -0.077
P -0.410 -0.360 -0.949
O -0.260 0.029 0.474
O 0.041 -0.659 -0.440
O -0.233 0.082 0.209
O 0.323 -0.272 -0.024
O -0.218 -0.514 -0.061
O 0.197 -0.231 -0.814
O -0.333 -0.063 -0.722
O 0.558 -0.225 0.113
O -0.457 0.507 0.030
O -0.170 0.391 0.741
O -0.240 -0.070 0.164
O 0.000 -0.854 0.086
O 1.001 0.643 0.163
O 0.248 -0.470 0.104
O -0.336 0.071 -0.381
O -0.039 -0.322 -0.099
O 0.029 1.566 -0.174
O 0.220 -0.855 0.469
N 0.229 -0.158 -0.345
C 0.295 -1.033 0.751
C 0.663 -0.407 -0.486
C -0.248 0.160 0.544
C -1.391 -0.061 -0.464
C 0.219 -1.028 0.044
C 0.780 0.360 0.009
C 0.514 0.401 -0.891
C 1.631 0.423 1.191
C 0.071 0.267 0.913
C 0.014 -0.202 -0.471
C 0.246 0.876 0.531
C -0.252 -0.407 -1.177
C 0.096 0.533 0.656
C 1.063 0.219 -0.727
C 0.562 0.354 0.450
C 0.103 0.353 0.240
C -0.391 0.172 -0.636
C -0.147 -0.529 0.333
C 0.007 1.113 -0.220
C -0.497 -0.354 -0.291
H 0.037 0.197 0.144
H -0.408 -0.374 0.082
H -0.122 -0.299 -0.428
H -0.106 -0.273 -0.022
H -0.081 0.221 0.257
H 0.089 0.063 -0.108
H 0.173 0.539 0.174
H -0.186 -0.293 0.481
H -0.001 -0.084 0.110
H 0.112 -0.124 0.138
H -0.034 0.059 -0.073
H 0.101 0.293 -0.427
H -0.338 -0.334 0.084
H -0.176 0.159 0.220
H 0.049 -0.211 0.284
H -0.334 -0.417 -0.045
H -0.289 -0.103 0.059
H -0.176 0.082 0.039
H 0.232 -0.272 0.198
H -0.022 -0.529 -0.558
H -0.742 -0.089 -0.502
H 0.075 0.059 0.325
H 0.035 -0.169 0.032
H 0.342 -0.003 0.351
H -0.153 -0.512 -0.219
H -0.344 -0.091 -0.102
H 0.062 -0.056 0.058
H 0.169 0.246 0.466
H 0.169 0.025 0.027
H 0.468 -0.175 0.144
H -0.248 0.088 0.258
H -0.159 0.361 -0.191
H 0.241 -0.115 -0.241
H -0.186 0.088 0.039
H -0.428 -0.207 0.473
H 0.126 0.051 -0.012
H -0.111 0.205 0.029
H 0.269 -0.088 0.031
H 0.039 0.028 0.259
H 0.086 -0.119 0.126
H -0.565 0.147 0.055
H -0.141 0.396 0.099
H -0.250 -0.083 -0.082
H -0.122 0.087 -0.049
H 0.302 0.135 -0.310
H -0.343 0.044 -0.207
H 0.005 -0.081 -0.170
H -0.029 0.062 0.186
H 0.059 -0.129 0.038

Formula: C20H50FN8
Source: the Open Molecules 2025 dataset
Level of theory: wB97M-V/def2-TZVPD

Output
Net charge   +1
E   -36173.9974 eV
E_HOMO   -9.45 eV
LUMO energy   -4.33 eV

CARTESIAN COORDINATES (ANGSTROEM)
F1 -1.224 -4.982 1.331
N1 -2.144 -4.676 -1.286
N2 -2.251 -0.793 0.792
N3 -2.986 6.232 -2.629
N4 5.492 -3.046 2.960
N5 -0.298 -6.174 -2.170
N6 -3.246 -4.217 -3.339
N7 -2.201 -4.851 -2.666
N8 -0.522 -5.665 0.396
C1 -3.844 4.435 -1.111
C2 -0.927 -1.415 0.731
C3 -2.937 -0.903 2.084
C4 4.124 -2.828 3.436
C5 6.512 -2.796 3.983
C6 -2.376 0.531 0.177
C7 0.246 -0.645 1.326
C8 -2.516 6.163 -5.142
C9 -3.117 6.880 -3.938
C10 -2.426 -0.035 3.228
C11 5.580 -1.045 1.368
C12 -1.646 6.275 -2.041
C13 5.805 -2.531 1.625
C14 -0.617 5.271 -2.548
C15 -1.960 0.565 -1.290
C16 -1.142 -5.699 -3.337
C17 3.055 -3.393 2.504
C18 -0.927 -5.535 -0.917
C19 -3.695 4.953 -2.539
C20 6.644 -1.372 4.513
H1 -3.543 -4.921 -4.081
H2 -4.303 5.188 -0.463
H3 -1.233 7.286 -2.144
H4 -3.145 -0.060 4.056
H5 -1.809 1.289 0.728
H6 -0.885 0.405 -1.413
H7 -0.696 -1.623 -0.321
H8 2.070 -3.310 2.976
H9 -2.495 -0.193 -1.872
H10 6.305 -3.456 4.836
H11 -4.187 7.032 -4.135
H12 -0.943 -5.985 -4.454
H13 7.490 -3.125 3.610
H14 6.361 -0.432 1.821
H15 3.920 -1.767 3.613
H16 1.188 -1.099 0.995
H17 3.010 -2.847 1.557
H18 7.112 -0.710 3.784
H19 -1.745 6.138 -0.957
H20 -3.429 0.840 0.214
H21 5.612 -0.852 0.289
H22 0.300 -6.289 0.575
H23 -4.711 5.083 -2.935
H24 0.245 -0.681 2.417
H25 -3.997 -0.664 1.925
H26 -0.967 -2.409 1.196
H27 -2.881 4.144 -0.681
H28 -3.218 4.180 -3.152
H29 5.211 -3.094 0.895
H30 -2.862 6.643 -6.064
H31 -2.935 -1.952 2.408
H32 5.680 -0.946 4.807
H33 -2.792 -4.138 -0.636
H34 4.001 -3.336 4.401
H35 -4.015 -4.129 -2.616
H36 -1.477 -0.401 3.622
H37 -1.012 4.254 -2.604
H38 7.284 -1.370 5.403
H39 -2.699 7.893 -3.886
H40 0.266 0.402 1.012
H41 -1.427 6.220 -5.144
H42 -2.306 1.012 2.936
H43 4.609 -0.698 1.728
H44 -2.196 1.545 -1.720
H45 -2.814 5.113 -5.193
H46 0.240 5.248 -1.864
H47 -0.228 5.549 -3.530
H48 -4.487 3.549 -1.103
H49 3.235 -4.451 2.290
H50 6.843 -2.780 1.371

Cartesian forces, eV/Å:
F 0.501 -0.506 -0.196
N 5.127 -3.880 -0.054
N -0.325 -0.512 0.062
N -0.074 0.243 -0.196
N 0.213 -0.151 0.138
N -4.395 3.496 0.768
N -1.482 -0.889 -0.084
N 2.469 -2.088 -2.520
N 0.334 -0.741 -3.877
C 0.105 -0.008 0.057
C -0.020 0.149 -0.351
C -0.222 0.058 -0.100
C 0.231 -0.192 -0.162
C -0.072 -0.260 0.096
C -0.007 -0.114 -0.205
C 0.378 -0.067 0.163
C 0.100 0.012 -0.314
C -0.256 0.072 0.157
C 0.001 0.053 0.312
C 0.131 0.307 -0.212
C -0.216 -0.061 0.365
C -0.263 -0.243 -0.113
C 0.402 -0.050 -0.067
C 0.153 -0.013 0.035
C -0.593 1.454 8.149
C -0.040 0.043 -0.145
C -1.766 0.839 -3.543
C 0.051 0.304 0.205
C 0.167 0.215 0.155
H 0.029 1.370 1.260
H 0.116 -0.055 -0.113
H -0.275 -0.097 -0.167
H 0.086 0.006 -0.118
H 0.035 0.129 0.007
H -0.100 0.002 -0.035
H -0.072 0.157 -0.028
H 0.102 0.055 -0.005
H 0.048 0.034 0.091
H -0.151 0.025 -0.159
H 0.065 -0.132 0.165
H -0.852 0.917 2.392
H -0.241 0.033 -0.158
H -0.176 -0.001 0.015
H -0.153 0.137 0.044
H -0.115 0.069 0.034
H 0.019 -0.077 0.041
H -0.090 0.020 0.048
H -0.115 -0.045 -0.121
H 0.126 -0.203 0.255
H -0.006 -0.032 0.136
H -1.112 1.062 0.858
H 0.245 0.195 -0.125
H -0.008 0.120 -0.111
H 0.159 0.053 -0.159
H -0.236 0.172 0.147
H -0.068 0.056 0.018
H 0.023 -0.216 -0.091
H -0.040 0.004 0.149
H 0.033 -0.055 0.111
H 0.165 0.053 -0.157
H 0.074 -0.036 -0.050
H 0.996 -0.714 -1.554
H 0.303 0.116 -0.085
H 0.773 -0.159 -1.523
H -0.015 0.098 -0.030
H -0.030 0.061 -0.015
H -0.085 -0.008 -0.109
H 0.036 -0.207 0.191
H -0.063 -0.103 0.017
H -0.048 -0.088 -0.008
H 0.000 -0.125 0.002
H 0.053 -0.038 0.025
H 0.037 -0.122 0.097
H 0.036 0.078 0.033
H -0.116 0.006 -0.075
H -0.073 -0.143 0.048
H 0.070 0.083 -0.044
H 0.100 0.110 0.014
H -0.122 -0.037 0.317

Formula: C20H51N7O6P2
Source: the Open Molecules 2025 dataset
Level of theory: wB97M-V/def2-TZVPD

Output
SMILES   CN(C)P(=O)(N(C)C)N(C)C.CN(C)P(=O)(N(C)C)N(C)C.CC(=O)OCCCCCNC(=O)O
Relative energy (zero: lowest compared OMol25 entry of this formula, charge and spin)   177.2 kJ/mol
E   -62857.5661 eV
E_HOMO   -8.34 eV
LUMO energy   -0.33 eV

CARTESIAN COORDINATES (ANGSTROEM)
P1 -0.476 4.020 3.162
P2 0.808 -3.547 0.790
O1 3.811 -2.691 -5.680
O2 0.852 3.299 3.270
O3 1.125 -2.438 -0.195
O4 -2.607 1.736 -6.813
O5 4.271 -0.551 -5.769
O6 -1.648 2.026 -4.833
N1 -1.249 2.807 2.196
N2 -1.813 5.119 2.827
N3 -0.942 3.827 4.825
N4 2.277 -1.125 -6.606
N5 2.457 -3.903 1.179
N6 0.306 -5.021 1.617
N7 0.146 -2.525 2.026
C1 -2.120 5.303 1.386
C2 -0.378 1.868 1.494
C3 1.112 -1.425 -5.728
C4 3.522 -1.428 -5.998
C5 -1.141 -5.292 1.409
C6 -0.041 4.455 5.790
C7 -1.604 0.655 -4.341
C8 0.081 -2.797 3.451
C9 -0.423 0.436 -3.354
C10 3.472 -3.446 0.232
C11 -1.043 -1.776 1.623
C12 -1.528 6.488 3.332
C13 0.992 -6.256 1.158
C14 2.998 -3.821 2.523
C15 -2.292 3.823 5.359
C16 -2.457 2.116 2.599
C17 -0.266 2.139 -6.900
C18 -1.623 1.956 -6.221
C19 1.362 -1.248 -4.210
C20 0.054 -1.050 -3.375
H1 1.031 -3.112 3.868
H2 -0.419 1.972 -7.968
H3 0.846 -2.484 -5.915
H4 -2.896 6.061 1.263
H5 -1.763 -4.525 1.869
H6 -1.235 -0.941 2.299
H7 0.137 3.132 -6.664
H8 -2.533 0.442 -3.795
H9 -0.002 1.091 2.170
H10 -0.821 0.616 -2.342
H11 0.468 2.378 1.042
H12 0.331 -1.341 -2.338
H13 0.562 -7.128 1.655
H14 -1.238 5.613 0.819
H15 2.440 -4.448 3.220
H16 3.032 -2.789 2.891
H17 -2.281 3.452 6.387
H18 -1.396 -5.346 0.347
H19 1.002 4.257 5.538
H20 -3.268 2.814 2.814
H21 3.015 -3.244 -5.725
H22 0.238 -0.853 -6.065
H23 -1.488 -0.050 -5.178
H24 4.408 -3.992 0.383
H25 -0.167 5.545 5.837
H26 -1.427 -6.233 1.880
H27 -0.914 1.377 0.676
H28 3.165 -3.634 -0.794
H29 -2.958 3.151 4.828
H30 2.046 -6.261 1.417
H31 0.391 1.156 -3.514
H32 4.017 -4.219 2.550
H33 -0.198 4.055 6.794
H34 0.902 -6.392 0.077
H35 -2.517 4.401 0.931
H36 -2.836 1.498 1.779
H37 -1.946 -2.402 1.594
H38 0.410 1.395 -6.454
H39 -0.917 -1.341 0.629
H40 -0.731 -1.716 -3.772
H41 -2.289 1.459 3.463
H42 -2.338 7.169 3.072
H43 3.679 -2.375 0.346
H44 -0.596 6.885 2.921
H45 -1.456 6.508 4.419
H46 -0.674 -3.549 3.721
H47 -2.760 4.817 5.380
H48 2.278 -0.128 -6.788
H49 1.814 -2.178 -3.829
H50 2.033 -0.417 -3.951
H51 -0.172 -1.881 3.990

Cartesian forces, eV/Å:
P -3.812 -6.206 2.330
P 4.549 3.223 5.569
O -0.660 -0.668 0.061
O 1.080 3.595 -1.134
O -2.520 -2.218 -2.148
O -2.052 -0.434 -1.403
O 2.255 1.401 0.280
O 0.639 -0.756 -0.421
N 0.059 -0.181 -0.527
N 2.454 1.697 -1.440
N 0.264 0.534 0.369
N -0.692 -0.526 0.643
N 0.368 -0.214 -0.391
N -1.021 -0.744 -3.108
N -0.741 0.113 -0.210
C -0.333 -0.217 -0.331
C 0.329 0.082 0.150
C 0.108 -0.770 0.022
C -1.608 0.377 -0.464
C -0.386 0.339 0.451
C 0.580 -0.180 -0.097
C 0.779 0.126 0.840
C -0.078 -0.500 0.259
C -0.937 -0.613 0.187
C -0.161 0.186 -0.184
C 0.031 0.281 -0.504
C -0.159 0.065 0.653
C 0.425 -0.267 0.166
C -0.237 -0.518 0.306
C -0.438 0.288 -0.200
C -0.445 0.450 -0.086
C -0.506 -0.106 0.852
C 1.718 0.760 0.939
C -0.837 -0.379 0.419
C 1.092 0.545 0.076
H -0.001 -0.146 -0.191
H 0.276 0.141 0.217
H -0.130 0.366 0.185
H 0.145 0.138 0.257
H 0.155 0.152 -0.037
H 0.108 -0.105 0.120
H -0.073 -0.236 -0.186
H 0.076 0.034 -0.492
H 0.142 -0.022 -0.111
H 0.259 0.227 -0.279
H 0.070 -0.040 0.153
H -0.478 -0.035 -0.646
H -0.277 0.170 -0.022
H -0.086 0.097 -0.073
H -0.150 0.148 -0.011
H -0.005 -0.012 0.069
H 0.260 0.058 -0.008
H -0.071 -0.168 0.026
H -0.089 -0.016 -0.153
H 0.103 0.036 0.193
H 0.235 0.051 -0.237
H 0.439 0.007 -0.076
H -0.317 0.279 0.148
H -0.097 -0.073 0.204
H -0.068 0.012 0.160
H 0.176 -0.011 -0.017
H -0.240 0.096 0.120
H -0.048 0.130 0.019
H 0.094 0.112 -0.201
H -0.021 0.310 -0.062
H -0.166 -0.282 -0.161
H 0.006 0.083 -0.210
H -0.159 -0.048 -0.069
H -0.030 -0.147 0.024
H 0.203 -0.139 0.189
H 0.214 -0.025 -0.046
H -0.088 0.061 0.133
H -0.013 0.229 -0.251
H 0.126 -0.131 0.008
H 0.122 0.161 0.364
H -0.074 -0.001 0.038
H -0.020 -0.136 -0.112
H 0.037 -0.003 -0.115
H -0.092 0.145 -0.061
H 0.080 -0.202 0.000
H -0.018 -0.005 0.023
H -0.028 0.009 0.021
H 0.358 -0.113 0.003
H 0.146 0.403 -0.137
H -0.019 -0.215 -0.393
H -0.081 0.091 -0.245